ORCA calculation (wB97M-V/def2-TZVPD) on 2 unconnected molecules or ions with the total composition C5H15N2.

Summary:
ΔE to the lowest compared entry with this formula, charge and spin ... 84.0 kcal/mol
Multiplicity ... 1
Max |F| ... 4.63 eV Å⁻¹
Net charge ... +1

CARTESIAN COORDINATES (ANGSTROEM)
N (2.290, -1.637, 0.637)
N (-0.897, 0.026, -2.793)
C (-0.389, -0.539, 0.063)
C (0.827, 0.112, -0.391)
C (-1.801, 1.383, 0.844)
C (-1.142, 0.030, 1.208)
C (2.058, -0.205, 0.548)
H (2.897, 0.263, 0.039)
H (3.182, -1.800, 1.082)
H (-0.970, -0.460, -1.912)
H (0.692, 1.198, -0.396)
H (1.192, -0.088, -1.399)
H (-0.413, -1.631, 0.099)
H (-1.470, -0.463, -3.479)
H (1.927, 0.276, 1.522)
H (1.566, -2.082, 1.196)
H (-1.242, 0.969, -2.707)
H (-1.889, -0.675, 1.569)
H (-2.514, 1.702, 1.599)
H (-1.067, 2.168, 0.685)
H (-0.494, 0.202, 2.083)
H (-2.343, 1.254, -0.095)

***

ORCA calculation (wB97M-V/def2-TZVPD) on a gas-phase ion, C5H15N2 (charge +1).

Summary:
ΔE to the lowest compared entry with this formula, charge and spin ... 26.1 kcal/mol
Multiplicity ... 1
Max |F| ... 2.53 eV Å⁻¹
Net charge ... +1

CARTESIAN COORDINATES (ANGSTROEM)
N (-0.369, -1.718, -1.305)
N (0.585, -0.068, 1.030)
C (-0.121, -0.274, -1.332)
C (1.513, 1.072, 1.244)
C (-1.050, 0.446, -2.392)
C (-0.011, -0.475, 2.396)
C (-0.500, 0.325, 0.035)
H (-0.883, -0.006, -3.360)
H (2.150, 1.194, 0.329)
H (1.172, -0.899, 0.754)
H (-1.447, -0.170, 0.297)
H (-0.728, 1.473, -2.341)
H (-0.563, 1.419, 0.057)
H (-1.374, -1.861, -1.255)
H (0.933, -0.070, -1.462)
H (0.876, 1.951, 1.278)
H (0.036, -2.168, -2.117)
H (-0.992, -0.918, 2.301)
H (-0.114, 0.482, 2.957)
H (0.839, -1.005, 2.848)
H (2.119, 1.066, 2.165)
H (-2.071, 0.205, -2.128)

***

Look up the max |F| of the second one. 2.53 eV Å⁻¹

***

Look up the net charge of the second one. +1

***

Which value of multiplicity does entry 1 give? 1